Record 1
# C19H19BrN4O3

One molecule with the formula C19H19BrN4O3 (ωB97M-V/def2-TZVPD, OMol25).

Output
net charge = 0
SMILES = Cc1nc(O)[nH]c1C(=O)N1C[C@@H]2C[C@H]1CN2C(=O)/C=C/c1cccc(Br)c1
E_tot = -102157.7293 eV
multiplicity = 1
Kohn-Sham gap = 8.95 eV

CARTESIAN COORDINATES (ANGSTROEM)
1 C 1.239 3.582 -1.349
2 C 3.588 -3.403 3.802
3 H -6.270 1.024 -2.070
4 C 1.537 -4.452 3.189
5 C -0.824 0.847 -2.537
6 H -2.839 -2.583 -1.763
7 N -3.233 1.602 -2.246
8 C -0.874 2.682 -0.795
9 H 0.301 3.831 0.694
10 C -2.264 0.605 -2.418
11 H 2.264 3.853 -1.104
12 C -2.444 -1.963 -2.568
13 N -4.310 -0.332 -2.289
14 H 1.542 2.079 -3.009
15 C 2.839 -4.559 3.650
16 C -4.413 0.964 -2.199
17 O -5.546 1.664 -2.072
18 H 0.759 4.377 -1.918
19 C 1.728 1.304 -0.940
20 H -3.106 2.597 -2.293
21 C 1.140 -0.753 2.704
22 C 0.830 1.303 1.428
23 O 0.038 1.792 2.220
24 H 2.312 -0.317 1.018
25 C 0.976 -3.226 2.881
26 H 4.603 -3.470 4.171
27 H 2.821 1.342 -0.943
28 O -0.082 0.058 -3.105
29 C 1.741 -2.070 3.015
30 Br 0.496 -6.022 2.979
31 N 1.161 1.936 0.270
32 H -1.358 -1.976 -2.554
33 H 3.629 -1.263 3.620
34 H 3.254 -5.528 3.888
35 H -2.781 -2.396 -3.511
36 C 1.514 0.001 1.678
37 H -1.507 3.540 -1.041
38 H -1.432 1.994 -0.162
39 C 3.044 -2.165 3.492
40 H 1.401 0.275 -1.065
41 H 0.315 -0.404 3.318
42 N -0.336 2.018 -2.006
43 H -0.045 -3.168 2.528
44 C 1.126 2.213 -2.017
45 C 0.427 3.141 -0.132
46 C -2.959 -0.574 -2.436

=====

Record 2
# C3H6N2O

C3H6N2O as an isolated structure (ωB97M-V/def2-TZVPD, OMol25).

Output
net charge = 0
E_tot = -8233.2000 eV
multiplicity = 1
Kohn-Sham gap = 9.65 eV

CARTESIAN COORDINATES (ANGSTROEM)
1 H 0.035 0.292 2.573
2 H 1.957 -1.589 -1.155
3 C 0.883 -0.746 -0.928
4 O -1.719 0.049 0.000
5 N 0.295 -0.345 -2.061
6 C -0.426 0.925 1.812
7 H -1.367 1.325 2.198
8 N 0.866 -0.859 0.291
9 C -0.657 0.110 0.571
10 H 0.542 -0.859 -2.898
11 H 0.263 1.737 1.569
12 H -0.671 -0.040 -1.973

=====

Record 3
# C9H23N2O

A 2-piece molecular cluster, C9H23N2O overall (ωB97M-V/def2-TZVPD, OMol25).

Output
net charge = +1
E_tot = -14722.6700 eV
multiplicity = 1
Kohn-Sham gap = 7.42 eV

CARTESIAN COORDINATES (ANGSTROEM)
1 C 0.104 2.172 0.868
2 H -2.879 -1.814 -0.901
3 H -2.898 0.567 -1.078
4 N -1.745 -0.727 1.917
5 H 2.520 1.486 -0.923
6 H -4.052 0.482 0.178
7 H -1.418 -2.296 -0.082
8 H -1.082 -1.476 2.110
9 H 3.702 -1.853 0.528
10 H 1.683 1.355 -2.246
11 H -0.935 2.243 1.116
12 H 1.343 -0.574 -1.908
13 H 2.466 -2.063 -0.731
14 C 0.059 0.078 -0.277
15 C 2.129 -0.674 1.117
16 H 0.566 1.642 1.750
17 C -3.034 0.483 0.067
18 H 1.842 2.797 -1.393
19 H 0.598 3.062 0.819
20 H -2.886 -2.858 0.642
21 N 0.300 -0.619 -1.740
22 C -2.410 -1.981 0.029
23 H 2.431 0.238 1.477
24 C -2.304 -0.639 0.715
25 H -0.585 1.675 -1.168
26 H -1.449 0.116 2.349
27 C 0.308 1.551 -0.501
28 O 0.656 -0.612 0.753
29 H -0.023 -1.596 -1.830
30 H 2.259 -1.192 2.062
31 H -0.356 -0.107 -2.314
32 C 2.954 -1.369 -0.027
33 H 3.407 -0.651 -0.704
34 C 1.588 1.797 -1.301
35 H -2.856 1.357 0.628

=====

Record 4
# C27H37N4O5S2

An isolated ion of composition C27H37N4O5S2 and charge +1 (ωB97M-V/def2-TZVPD, OMol25).

Output
net charge = +1
SMILES = CCOc1cccc2sc(N(CCC[NH+](C)C)C(=O)c3ccc(S(=O)(=O)N(C)C[C@H]4CCCO4)cc3)nc12
E_tot = -66462.2683 eV
multiplicity = 1
Kohn-Sham gap = 8.81 eV

CARTESIAN COORDINATES (ANGSTROEM)
1 H -0.288 -3.851 -6.489
2 H 1.025 3.073 5.341
3 C -2.725 2.264 2.640
4 H -3.884 -4.364 -4.251
5 H 1.693 -3.079 -6.365
6 H -3.030 3.298 2.643
7 C -1.801 -1.515 -1.645
8 C -1.132 5.053 3.748
9 H 2.500 -3.133 -0.372
10 O -3.698 -1.511 0.215
11 C 2.853 2.739 3.302
12 S -1.621 2.809 5.115
13 C -1.768 0.393 3.807
14 H 2.539 -1.668 -5.706
15 H 0.794 0.466 1.123
16 H 0.777 -0.158 -6.584
17 H 0.225 -1.169 0.880
18 C 2.931 1.387 4.025
19 H 1.460 -0.175 3.479
20 C -2.908 -3.925 -4.364
21 H 3.360 3.532 3.845
22 H -1.053 1.173 0.031
23 H -1.089 4.906 2.662
24 H 1.008 0.804 4.893
25 C 1.562 -2.925 -0.888
26 H 2.579 -2.334 -3.202
27 H -1.324 0.007 4.709
28 C 0.878 -1.164 -6.985
29 O 0.862 -2.114 -4.722
30 N -0.595 3.935 4.474
31 H 0.743 -2.996 -0.178
32 H -2.463 -4.878 -6.216
33 H -0.112 -1.534 -7.240
34 O 0.786 1.691 3.037
35 H 1.410 -3.677 -1.660
36 C 1.555 -2.069 -5.965
37 H -3.479 1.856 0.675
38 H 2.629 -0.582 -3.031
39 C 1.341 2.987 3.201
40 S -3.202 -2.489 -1.956
41 C 0.819 3.693 4.468
42 C 2.682 -1.522 -2.487
43 C 1.499 0.825 3.915
44 H -0.360 0.543 -1.469
45 H 1.479 -1.123 -7.888
46 N 1.596 -1.593 -1.504
47 H 1.057 3.559 2.313
48 C -2.414 -3.046 -3.414
49 C -2.980 1.456 1.545
50 H 0.582 -1.487 -2.034
51 H -2.164 5.174 4.066
52 C -1.145 -2.461 -3.535
53 O -0.870 2.020 6.045
54 C -2.112 -4.200 -5.455
55 H -1.778 -1.473 2.754
56 C -2.589 0.121 1.571
57 C -0.860 -3.610 -5.608
58 N -0.816 -1.613 -2.498
59 C -0.352 -2.733 -4.664
60 C 0.529 -0.263 0.356
61 H 3.657 0.726 3.555
62 C -0.662 0.279 -0.453
63 H 3.286 2.671 2.304
64 C -2.020 -0.422 2.717
65 H 1.341 4.648 4.580
66 N -1.751 -0.678 -0.559
67 H 2.016 0.399 -1.032
68 C -2.082 1.735 3.742
69 H -0.580 5.960 4.003
70 C -2.772 -0.751 0.377
71 H 2.607 -0.781 0.146
72 H 3.650 -1.598 -1.991
73 C 1.763 -0.520 -0.499
74 O -2.805 3.489 5.536
75 H 3.212 1.512 5.068

=====

Record 5
# C76H164N4O28

A 12-piece molecular cluster, C76H164N4O28 overall (ωB97M-V/def2-TZVPD, OMol25).

Output
net charge = 0
SMILES = CC1(C)CCCC(C)(C)N1O.CC1(C)CCCC(C)(C)N1O.CC1(C)CCCC(C)(C)N1O.CC1(C)CCCC(C)(C)N1O.CCOC(=O)OC.CCOC(=O)OC.CCOC(=O)OC.CCOC(=O)OC.COCCOCCOC.COCCOCCOC.COCCOCCOC.COCCOCCOC
E_tot = -144747.2997 eV
multiplicity = 1
Kohn-Sham gap = 8.81 eV

CARTESIAN COORDINATES (ANGSTROEM)
1 C 1.352 -0.063 2.877
2 H 0.419 0.993 -4.545
3 H -4.196 -0.730 -9.342
4 H -4.325 -1.258 -3.355
5 O -3.386 7.618 4.043
6 H 0.552 -2.465 4.195
7 H 4.251 3.456 2.391
8 H -0.101 3.335 7.928
9 H -4.312 -0.663 -5.946
10 H 1.363 4.600 -2.268
11 H -5.175 0.309 -3.485
12 H 1.189 3.556 -4.724
13 C 2.102 0.560 -5.914
14 H -3.072 -4.450 -2.676
15 C -2.481 3.496 -7.158
16 H 0.034 -3.242 2.770
17 H -5.239 1.693 8.196
18 O -1.953 3.742 -5.812
19 H 2.129 1.377 -6.703
20 H -4.768 4.190 -3.794
21 H 6.337 1.902 -5.055
22 O 4.440 -4.468 -4.906
23 C -4.051 -0.079 9.010
24 C 0.661 -2.455 3.085
25 N -2.470 -5.066 6.730
26 H -0.634 -3.884 0.265
27 H -6.766 3.790 4.579
28 H 6.017 3.146 -1.222
29 H -2.349 2.415 -7.426
30 C 5.319 0.867 -0.757
31 C 7.052 -6.117 -0.299
32 H 6.301 1.283 -0.408
33 H -0.737 -1.611 -6.685
34 C -5.272 2.687 3.559
35 C -5.249 2.002 1.307
36 C -0.432 -0.480 0.002
37 H 4.125 -3.920 -2.294
38 C -2.489 -3.703 7.173
39 H -1.084 -0.489 3.895
40 O 5.311 -3.147 0.458
41 H -4.970 -2.745 4.979
42 H -6.168 2.429 1.049
43 H 4.863 -3.930 -6.810
44 C -2.385 -3.642 8.753
45 O 6.641 -2.674 -4.295
46 H -4.746 -0.376 8.248
47 H 3.634 1.795 2.632
48 N -2.487 0.924 7.400
49 H -1.870 -5.581 3.367
50 H 5.741 -7.072 -1.713
51 C -0.630 -5.486 -1.864
52 C -3.723 -0.072 -5.180
53 H 0.774 -4.719 1.000
54 C -4.396 2.261 8.508
55 H 5.326 4.465 -4.732
56 H 7.547 1.889 -2.331
57 C 0.737 0.283 -5.334
58 H 0.109 5.614 -1.810
59 H -4.430 3.201 -6.373
60 H -1.329 3.639 5.748
61 H 0.370 -1.632 -1.612
62 C 0.361 0.895 -0.265
63 O 2.851 -0.501 -6.502
64 C -5.398 6.245 4.385
65 C 5.350 2.841 -3.348
66 H -2.671 -0.472 -5.312
67 H -2.178 3.624 9.135
68 H -3.018 -7.236 4.162
69 O 3.220 2.138 -2.651
70 H 2.893 -5.028 -6.064
71 H -0.186 3.836 -1.936
72 C -5.906 3.853 -8.288
73 H 5.239 -1.488 1.419
74 H 0.416 1.515 0.662
75 C -5.964 4.010 3.824
76 H -6.292 6.334 5.039
77 H 3.006 -5.012 -1.455
78 H -0.301 0.245 6.092
79 C -2.148 -2.937 -3.946
80 O -3.259 0.447 -2.809
81 C 0.122 3.692 -4.528
82 H -0.873 -0.529 -2.063
83 H -4.654 2.093 0.332
84 H -1.275 -2.960 -4.635
85 H -4.343 -4.932 3.935
86 H -1.509 -2.479 5.622
87 C -1.703 -4.999 4.255
88 H 2.892 -3.261 -1.143
89 H -1.270 -2.048 -1.122
90 H -2.113 -2.032 -3.358
91 O -2.449 -0.308 -8.385
92 H -4.145 2.964 7.717
93 H -2.685 3.905 6.984
94 O -0.332 0.339 -6.311
95 C -2.331 1.520 9.755
96 C 0.262 -1.109 2.438
97 H 4.312 0.793 -7.355
98 N 4.543 1.688 -3.055
99 C 7.863 -2.843 -3.576
100 C 0.292 4.707 -2.387
101 H -3.842 6.458 5.737
102 O 6.282 -4.893 -0.334
103 H -2.859 -0.082 5.783
104 H -1.264 -3.551 9.003
105 H 4.782 4.153 -1.843
106 H -1.867 -5.028 -3.834
107 C -3.089 1.739 -2.728
108 C 2.070 3.680 1.014
109 H 7.300 3.124 -4.231
110 C -0.707 2.445 8.171
111 C -4.201 -0.159 -3.706
112 C -2.142 3.237 6.294
113 C 0.309 -4.362 0.024
114 O -2.160 2.223 -2.159
115 C -1.498 2.001 6.937
116 O -0.168 4.816 -3.755
117 H -3.010 0.355 -10.196
118 H -0.210 2.744 -4.088
119 C -4.044 -3.255 5.198
120 H -2.182 5.861 4.269
121 H -2.875 0.537 2.257
122 H -0.282 4.613 -6.497
123 H -2.124 0.815 -0.075
124 H -1.490 3.878 -0.164
125 O 1.529 -1.649 0.565
126 C -4.054 -4.731 4.974
127 C 3.070 -3.978 -1.971
128 H -1.602 0.686 9.698
129 H -3.339 -2.678 4.645
130 H -0.040 1.697 8.558
131 H -0.942 2.963 10.236
132 C 4.588 3.768 -4.339
133 H -2.686 -4.565 9.272
134 H -1.258 1.158 2.270
135 O 5.414 -4.969 1.799
136 C 6.130 -7.262 -0.725
137 H 0.774 -0.747 -4.904
138 H 3.836 4.331 -3.772
139 H -0.881 1.407 4.912
140 C -2.868 -6.973 5.245
141 H 2.366 -5.793 -3.575
142 C -1.574 2.747 9.367
143 H -4.681 2.704 9.518
144 O -1.233 -5.659 7.067
145 H -6.180 4.785 -7.738
146 H 6.296 -0.402 -3.908
147 H 2.383 -0.309 2.463
148 C 5.644 -4.444 0.727
149 H -4.112 4.859 -6.620
150 H 1.443 0.753 -0.558
151 H 5.330 -7.287 0.016
152 O -4.616 2.783 2.259
153 H 4.329 -1.516 -2.159
154 C 5.111 0.538 -2.293
155 H 0.429 1.866 6.111
156 H 8.692 -2.465 -4.241
157 H -0.016 1.523 -1.073
158 H 7.216 -3.281 -6.317
159 H 2.693 -3.421 -5.469
160 C -2.485 6.624 3.517
161 H 4.490 1.489 -0.478
162 H -1.912 4.124 -7.801
163 H -3.382 -0.960 9.140
164 H 3.802 -0.533 -3.531
165 O 2.104 -3.904 -2.938
166 H -1.723 -1.718 2.875
167 C -0.295 -0.792 -7.231
168 H 6.609 -8.242 -0.703
169 C 3.014 -4.423 -5.145
170 H -5.698 6.672 3.368
171 N 0.177 -1.395 0.946
172 C 4.028 -0.519 -2.458
173 C -3.177 -0.527 -9.566
174 H 2.728 1.011 -5.143
175 H -5.305 0.968 1.491
176 C 7.361 1.262 -3.209
177 H -4.520 2.584 4.344
178 H -0.175 2.847 -6.371
179 H -0.141 3.092 1.913
180 H 1.122 0.955 2.688
181 H 7.789 -2.201 -2.670
182 H 4.873 -2.512 -5.672
183 C -0.484 1.305 5.949
184 O -4.967 4.899 4.245
185 H 4.371 0.399 -5.541
186 C 4.638 -2.379 1.463
187 C 2.171 -4.829 -3.999
188 H 0.879 -3.584 -0.418
189 H -4.769 7.934 5.479
190 H -1.473 -6.484 7.490
191 H -6.276 3.828 -9.338
192 C -1.181 -0.756 2.841
193 H -2.495 -0.857 0.347
194 O 0.951 4.172 0.571
195 C -3.265 1.139 8.644
196 O 3.088 3.744 0.314
197 O 0.268 -5.455 -0.903
198 H 4.868 -0.828 -6.864
199 H 8.308 0.852 -3.551
200 C -1.811 -0.045 0.523
201 H -0.698 -5.205 4.605
202 C -4.295 7.087 4.987
203 H 4.627 -2.920 2.418
204 H 4.165 3.119 -5.077
205 C -0.524 3.743 -5.916
206 H 3.696 -2.051 1.104
207 O -4.507 3.758 -8.358
208 H 1.430 -0.170 3.941
209 H 6.994 -4.575 -5.042
210 C 5.152 -3.579 -5.798
211 H -6.393 4.331 2.894
212 H -5.973 1.872 3.607
213 C -0.548 -1.235 -1.259
214 C -1.436 4.454 0.758
215 H -6.387 2.993 -7.729
216 C -2.128 -4.208 -3.209
217 H 7.869 -5.915 -1.008
218 H 5.193 -0.016 -0.102
219 C -1.091 -0.512 -8.488
220 H -0.624 0.336 -9.025
221 H 0.733 -1.044 -7.388
222 H -1.712 -3.903 4.081
223 C -1.838 0.293 2.021
224 C -3.917 3.848 -3.279
225 C -2.686 -5.411 5.346
226 H -4.670 -3.708 7.233
227 H 3.133 -0.285 -1.894
228 H -1.380 5.526 0.515
229 H 1.971 -0.769 0.500
230 H 1.106 -4.937 -4.255
231 H -3.709 0.947 -5.503
232 C 3.405 2.862 2.847
233 H 1.721 -2.672 2.872
234 H 8.094 -3.872 -3.202
235 H -3.702 -7.384 5.799
236 H -2.772 2.938 5.438
237 C 6.598 -3.609 -5.398
238 C -3.860 -3.131 6.736
239 H 0.050 4.782 2.294
240 C -1.304 -2.837 6.666
241 H -3.811 -2.089 7.027
242 H 6.510 4.475 -2.438
243 H 3.291 2.965 3.875
244 C 5.761 3.722 -2.143
245 C 6.409 0.112 -2.915
246 H -2.868 1.532 10.693
247 C 6.638 2.311 -4.065
248 O -4.047 2.423 -3.251
249 O -3.307 0.669 6.204
250 H -1.470 7.071 3.361
251 H 3.303 2.530 -1.735
252 H -2.992 -2.834 -4.673
253 H -2.997 4.097 -3.817
254 H 6.836 -0.607 -2.157
255 H -4.959 -5.215 5.453
256 H -4.530 -0.021 9.984
257 H -0.805 -1.412 -9.036
258 C -0.130 4.107 1.508
259 H -2.785 -1.407 -10.102
260 H -2.288 4.329 1.493
261 C -3.902 3.887 -7.023
262 C 4.257 0.015 -6.578
263 H 7.463 -6.331 0.696
264 H -2.811 6.163 2.592
265 O 2.139 3.297 2.310
266 H -2.023 -7.559 5.573
267 H -3.897 4.258 -2.286
268 H -1.166 -2.034 7.359
269 O -1.050 -6.515 -2.361
270 H -2.828 -2.740 9.063
271 O -0.994 -4.234 -2.264
272 H -0.397 -3.458 6.607